P | {
  "formula": "C3H10N2S2",
  "method": "ωB97M-V/def2-TZVPD",
  "elements": ["N", "S", "H", "H", "H", "H", "H", "N", "H", "H", "C", "H", "H", "S", "C", "C", "H"],
  "coordinates": [[-1.51301, -2.00367, -0.37618], [2.85911, 2.83399, -0.50971], [-0.98753, 0.87153, -0.66303], [1.64062, 0.33506, 0.55123], [-1.32613, -2.98874, -0.29524], [0.20923, -1.14524, -1.36315], [-0.98721, 0.03846, 2.12824], [-1.46446, 0.27841, 1.26377], [-2.20271, -1.84421, -1.09682], [0.57698, 1.71472, 1.21109], [0.73312, 0.93207, 0.48089], [0.45057, -1.72187, 0.26703], [-2.09793, -0.50390, 1.09083], [1.13291, 1.94902, -1.08855], [-0.56688, 0.20345, 0.08979], [-0.26893, -1.22819, -0.38929], [3.81226, 2.27911, -1.30089]],
  "lumo_energy_ev": 0.68,
  "smiles": "NC[C@@H](N)CSS"
}

=====

Q | {
  "formula": "C3H10N2S2",
  "method": "ωB97M-V/def2-TZVPD",
  "elements": ["N", "H", "H", "H", "H", "S", "H", "H", "H", "H", "C", "N", "C", "H", "C", "S", "H"],
  "coordinates": [[-0.70716, -0.65361, 1.42584], [-1.00890, 2.58218, 0.59290], [-0.47607, -0.88396, 2.39045], [1.60049, -2.58257, -0.09873], [-0.75883, -0.80867, -1.21313], [-1.40349, 2.17877, -0.60817], [-0.94700, 0.33326, 1.47125], [-0.10842, -2.84700, 0.25987], [0.52370, -3.07837, 2.58500], [2.06626, -3.31215, 1.97289], [0.80738, -2.33674, 0.60734], [1.20965, -2.79539, 1.91165], [0.19083, -0.40254, -0.84767], [0.94563, -0.87944, -1.46701], [0.47781, -0.83869, 0.59377], [0.38266, 1.33756, -1.24008], [1.37976, -0.29884, 0.91595]],
  "lumo_energy_ev": 0.58,
  "smiles": "NC[C@H](N)CSS"
}

=====

Which one is most stable, and which one is least stable? Q is the most stable of them, while P is the least stable.

=====

P | {
  "formula": "C2H3Cl2NS",
  "method": "ωB97M-V/def2-TZVPD",
  "elements": ["N", "C", "Cl", "C", "S", "H", "Cl", "H", "H"],
  "coordinates": [[0.95159, 0.74585, 0.39745], [-0.83165, -0.56963, 0.07665], [-1.86704, 0.88754, 0.53466], [0.45132, 0.00754, -0.55592], [0.87751, -0.25034, -2.24864], [1.76441, 1.33844, 0.11828], [-0.43063, -1.90377, 1.10410], [0.47776, 0.99104, 1.20432], [-1.39327, -1.24666, -0.63090]],
  "lumo_energy_ev": -0.03,
  "smiles": "NC(=S)C(Cl)Cl"
}

=====

Q | {
  "formula": "C2H3Cl2NS",
  "method": "ωB97M-V/def2-TZVPD",
  "elements": ["Cl", "Cl", "S", "H", "H", "H", "C", "N", "C"],
  "coordinates": [[2.00840, -1.64644, 1.04865], [-3.29074, -1.01870, -0.46357], [2.65177, -0.34213, -1.46091], [-1.67507, -1.85290, -1.84017], [-0.39751, -0.30774, 0.38460], [1.40216, 0.46167, 0.43029], [2.03544, -0.34966, 0.02648], [-0.56105, -0.92025, -0.38687], [-1.55974, -1.32760, -0.90026]],
  "lumo_energy_ev": -0.63,
  "smiles": "[H]/N=C\\Cl.S=CCl"
}

=====

Which one is most stable, and which one is least stable? P is the most stable of them, while Q is the least stable.